[1]
Molecular formula: C15H19AsN11OS3Tc
Method: DFT, the ωB97M-V functional and the def2-TZVPD basis

Each line ends with the natural charge from an NBO analysis.
Element x y z (Å)
Tc 0.107 -0.033 0.515  0.47
N -1.961 -3.642 2.793  -0.76
C -1.053 -2.745 2.361  0.28
S -0.632 -1.443 3.431  -0.14
N -0.554 -3.046 1.170  -0.41
N 0.239 -2.134 0.560  -0.18
C 1.056 -2.611 -0.320  0.01
C 1.946 -1.673 -1.000  0.17
C 2.900 -2.077 -1.923  -0.22
C 3.714 -1.128 -2.511  -0.13
C 3.562 0.213 -2.170  -0.25
C 2.607 0.550 -1.244  0.07
N 1.814 -0.369 -0.656  -0.44
H -2.341 -3.550 3.716  0.42
H -2.156 -4.462 2.242  0.41
H 1.083 -3.677 -0.512  0.22
H 2.986 -3.131 -2.168  0.24
H 4.467 -1.426 -3.233  0.24
H 4.179 0.983 -2.615  0.25
H 2.458 1.578 -0.938  0.22
S -1.965 0.090 1.594  0.41
C -2.305 1.738 1.712  -0.38
C -3.562 2.118 2.339  0.23
N -4.577 2.397 2.812  -0.24
C -1.441 2.708 1.200  -0.25
S -0.037 2.328 0.372  0.20
C -1.744 4.121 1.362  0.22
N -1.968 5.243 1.500  -0.23
N 2.341 1.978 4.898  -0.59
N 2.141 1.088 3.863  0.20
N 3.003 0.114 3.619  -0.24
C 2.471 -0.402 2.527  0.17
N 1.365 0.252 2.163  -0.27
N 1.161 1.232 3.042  -0.02
H 2.881 1.546 5.623  0.40
H 1.474 2.406 5.173  0.40
H 2.871 -1.269 2.015  0.24
C -3.469 -0.256 -2.588  -1.00
As -1.652 0.277 -2.640  2.02
C -1.592 2.167 -2.837  -1.00
C -0.811 -0.440 -4.183  -1.00
O -0.890 -0.372 -1.297  -1.09
H -3.989 0.052 -3.492  0.26
H -3.927 0.204 -1.718  0.26
H -3.495 -1.334 -2.481  0.26
H -1.879 2.384 -3.868  0.26
H -0.590 2.529 -2.649  0.26
H -2.290 2.642 -2.155  0.27
H -1.347 -0.123 -5.079  0.26
H -0.811 -1.524 -4.112  0.26
H 0.209 -0.069 -4.214  0.25

Cartesian forces, eV/Å:
-1.4 1.0 -0.4
0.1 0.2 0.2
0.0 -0.5 -0.3
-0.4 -0.2 -0.2
-0.1 0.4 0.0
0.1 -0.4 0.3
0.2 0.3 -0.1
-0.2 0.1 0.2
0.1 -0.2 -0.2
0.1 -0.1 -0.1
0.2 0.0 -0.2
-0.4 -0.2 0.4
0.5 0.0 -0.4
0.0 0.0 0.1
0.0 0.1 0.0
0.1 0.0 0.0
0.0 0.1 0.0
-0.1 0.0 0.1
0.0 -0.1 0.0
0.0 0.0 0.0
0.5 -0.1 -0.1
-0.6 0.5 0.3
0.1 0.0 0.0
0.6 -0.2 -0.3
-0.6 0.6 0.3
0.5 -0.7 -0.1
-0.1 -0.2 0.1
0.1 -0.4 -0.1
0.3 0.1 -0.8
0.3 0.4 1.1
-0.5 0.4 0.1
0.0 -0.3 -0.3
0.2 0.5 -0.2
0.5 -0.7 -0.3
0.0 -0.2 0.3
-0.3 -0.1 0.2
-0.1 0.2 0.1
-0.1 0.0 0.0
0.1 -0.1 0.4
-0.1 0.1 0.0
0.0 -0.1 -0.2
0.2 -0.1 0.0
0.0 0.0 0.0
-0.1 0.0 0.1
-0.1 -0.2 0.0
0.0 0.0 0.1
0.2 0.1 0.0
0.0 0.1 0.1
0.0 0.0 0.0
0.0 -0.1 0.0
0.1 0.0 0.0

The HOMO-LUMO gap (spin up / spin down) is 5.726 / 5.700 eV. The multiplicity is 2. As for the total charge: +1. As for the relative energy (zero: lowest compared OMol25 entry of this formula, charge and spin): 15.23 kcal per mole.

[2]
Molecular formula: C15H19ClHgSi
Method: DFT, the ωB97M-V functional and the def2-TZVPD basis

Each line ends with the natural charge from an NBO analysis.
Element x y z (Å)
C 0.893 -2.025 0.031  -0.37
C 0.954 -2.052 -1.391  -0.42
C -0.388 -2.038 -1.891  -0.37
H 1.845 -2.083 -1.978  0.22
C -1.281 -1.963 -0.783  -0.45
C -0.496 -1.976 0.415  -0.30
H -0.864 -1.860 1.409  0.25
H 1.714 -1.958 0.703  0.22
H -0.671 -2.023 -2.922  0.23
H -2.345 -1.901 -0.827  0.22
Hg -0.025 0.006 -0.975  0.78
Cl 0.799 1.403 0.888  -0.16
C 0.108 2.923 -5.564  -0.36
C -1.118 2.285 -5.906  -0.37
C -0.808 1.054 -6.552  -0.37
H -2.103 2.665 -5.712  0.17
C 0.609 0.932 -6.609  -0.37
C 1.175 2.087 -5.999  -0.37
H 2.223 2.291 -5.887  0.17
H 0.210 3.868 -5.066  0.17
H -1.519 0.344 -6.930  0.17
H 1.155 0.113 -7.039  0.17
C -1.526 0.881 4.952  -1.11
Si -0.001 -0.001 4.329  1.62
C 1.526 0.881 4.951  -1.12
C 0.000 -1.762 4.949  -1.12
C -0.013 -0.022 2.487  -0.74
C -0.055 -0.067 1.260  -0.40
H -1.526 0.880 6.057  0.21
H -2.427 0.359 4.582  0.24
H -1.524 1.922 4.582  0.24
H 1.526 0.881 6.057  0.20
H 2.427 0.359 4.581  0.23
H 1.524 1.923 4.581  0.24
H -0.903 -2.282 4.580  0.24
H 0.903 -2.282 4.579  0.23
H 0.000 -1.763 6.055  0.20

Cartesian forces, eV/Å:
-1.3 -2.1 -0.5
-0.1 -1.1 0.9
-0.3 -0.6 0.2
0.3 0.0 -0.3
0.6 -2.5 1.1
0.0 -3.0 -1.8
-0.2 -0.7 0.0
0.5 0.0 0.3
0.0 0.0 -0.4
-0.4 0.0 -0.1
-0.6 4.4 -4.4
3.1 4.9 -0.3
-0.1 -1.0 -0.6
1.1 -0.4 -0.3
0.7 0.8 0.3
-0.3 0.1 0.1
-0.6 0.9 0.4
-1.1 -0.2 -0.2
0.3 0.0 0.1
0.0 0.3 0.2
-0.2 -0.3 -0.1
0.2 -0.3 -0.1
-0.2 0.2 0.2
-0.1 -0.2 -2.6
0.2 0.1 0.4
0.0 -0.3 0.6
-1.1 -1.8 6.4
-0.4 2.7 0.3
-0.2 0.1 -0.3
0.3 0.3 0.2
-0.1 -0.4 0.2
0.2 0.1 -0.3
-0.3 0.3 0.2
0.1 -0.5 0.2
0.5 0.2 0.2
-0.4 0.1 0.2
0.0 -0.3 -0.3

The HOMO-LUMO gap (spin up / spin down) is 4.366 / 4.696 eV. As for the total charge: -2. As for the relative energy (zero: lowest compared OMol25 entry of this formula, charge and spin): 102.96 kcal per mole.

[3]
Molecular formula: C15H19ClN2O6S
Method: DFT, the ωB97M-V functional and the def2-TZVPD basis

Each line ends with the natural charge from an NBO analysis.
Element x y z (Å)
C -0.654 3.185 -2.997  -0.43
N 0.609 2.992 -2.332  -0.66
S 1.574 1.815 -3.014  2.33
O 1.614 2.058 -4.425  -0.94
O 2.800 1.776 -2.281  -0.93
C 0.665 0.287 -2.734  -0.32
C 0.696 -0.274 -1.474  -0.25
C -0.086 -1.392 -1.194  0.21
C -0.859 -1.933 -2.231  -0.06
C -0.869 -1.372 -3.496  -0.22
C -0.111 -0.240 -3.748  -0.19
H -0.097 0.227 -4.719  0.25
H -1.472 -1.815 -4.273  0.24
Cl -1.825 -3.340 -1.927  0.01
N -0.134 -1.990 0.061  -0.62
C 0.322 -1.477 1.235  0.68
O 0.924 -0.438 1.359  -0.60
C 0.021 -2.369 2.451  -0.16
H -0.822 -3.040 2.260  0.20
H 0.911 -2.939 2.726  0.23
O -0.261 -1.536 3.562  -0.48
C -1.244 -0.660 3.356  0.78
O -1.900 -0.632 2.343  -0.61
C -1.406 0.325 4.507  0.00
O -0.666 -0.030 5.644  -0.51
C 0.635 0.546 5.557  -0.07
H 0.808 1.096 6.488  0.18
H 1.379 -0.252 5.475  0.18
C 0.648 1.471 4.331  -0.45
H 1.171 2.403 4.530  0.22
H 1.120 0.976 3.481  0.23
C -0.839 1.679 4.049  -0.41
H -1.056 1.884 3.004  0.23
H -1.251 2.474 4.672  0.21
H -2.466 0.369 4.776  0.22
H -0.720 -2.818 0.091  0.42
H 1.331 0.150 -0.716  0.28
C 0.568 3.006 -0.891  -0.43
H 0.286 4.003 -0.551  0.21
H 1.569 2.775 -0.535  0.24
H -0.144 2.276 -0.487  0.19
H -0.474 3.102 -4.066  0.24
H -1.403 2.444 -2.690  0.18
H -1.030 4.184 -2.773  0.21

Cartesian forces, eV/Å:
-0.3 0.0 -0.3
0.8 -0.6 -0.5
-0.1 0.1 0.0
-0.3 -0.1 0.0
-0.1 -0.1 0.3
0.2 0.5 -0.2
0.1 0.0 0.2
0.0 0.2 -0.3
0.1 0.2 0.0
0.1 0.1 0.1
0.0 0.0 -0.1
0.0 0.0 -0.2
-0.1 -0.1 0.0
-0.1 -0.1 0.0
-0.1 -0.5 -0.2
-0.1 -0.4 0.3
0.2 0.2 0.0
-0.1 0.2 -0.2
0.1 0.1 0.0
-0.1 0.0 -0.1
0.4 -0.3 0.2
-0.5 0.2 0.0
0.0 0.0 0.1
-0.1 0.2 -0.1
-0.2 -0.1 0.0
0.4 0.2 0.2
0.0 -0.1 -0.1
-0.1 0.1 0.0
0.0 -0.1 0.1
0.0 0.0 0.0
0.0 0.0 0.0
0.0 -0.1 0.1
0.0 0.0 0.0
-0.1 0.0 0.0
0.1 0.0 -0.1
0.2 0.2 0.2
0.0 0.0 0.1
0.1 0.0 0.4
0.0 0.0 0.0
-0.1 0.1 0.2
0.0 0.0 0.0
-0.2 0.1 -0.1
0.0 0.0 0.0
0.0 0.0 0.0

The HOMO-LUMO gap is 9.638 eV. As for the total charge: 0.

[4]
Molecular formula: C15H19ClN4O5S2
Method: DFT, the ωB97M-V functional and the def2-TZVPD basis

Each line ends with the natural charge from an NBO analysis.
Element x y z (Å)
C 4.905 -2.311 0.416  -0.47
C 4.031 -2.074 1.597  -0.18
C 2.688 -1.123 1.633  -0.48
C 2.911 0.396 1.058  -0.25
C 2.251 0.850 -0.372  -0.30
C 1.384 -0.217 -1.265  -0.42
C -0.064 -0.572 -0.576  -0.43
C -1.355 0.182 -1.248  -0.56
S -1.533 1.935 -0.553  0.20
C -2.728 1.914 0.933  -0.04
S -2.747 3.155 2.121  0.05
N -3.647 0.678 0.996  -0.50
C -4.722 0.549 -0.079  -0.15
C -5.379 -0.886 0.374  -0.04
N -4.631 -1.377 1.619  -0.46
C -3.534 -0.411 2.052  0.09
C 3.402 1.738 -1.140  0.33
N 4.479 1.800 -0.267  -0.51
C 4.412 1.064 1.077  0.24
O 4.449 1.853 2.320  -0.47
C 4.322 3.292 2.037  0.48
N 4.215 4.562 1.777  -0.31
H 6.074 -2.211 0.580  0.22
H 4.525 -2.627 -0.646  0.23
H 4.323 -2.666 2.591  0.24
H 2.410 -1.004 2.788  0.25
H 1.803 -1.717 1.151  0.27
H 2.300 1.075 1.824  0.27
H 1.439 1.680 -0.129  0.30
H 2.005 -1.181 -1.595  0.24
H 1.131 0.337 -2.291  0.23
H -0.215 -1.739 -0.697  0.25
H 0.024 -0.391 0.599  0.22
H -2.303 -0.501 -1.001  0.31
H -1.298 0.222 -2.432  0.26
H -4.959 1.268 -0.981  0.28
H -6.265 -1.446 -0.188  0.33
H -2.781 -0.461 2.954  0.25
H 3.356 2.250 -2.200  0.29
H 5.292 2.335 -0.650  0.46
H 5.354 0.364 1.079  0.26
O -7.380 -0.408 -3.592  -0.87
Cl -7.065 -1.717 -3.054  2.55
O -7.124 -1.672 -1.606  -0.90
O -5.731 -2.102 -3.471  -0.88
O -8.024 -2.686 -3.546  -0.85

Cartesian forces, eV/Å:
-1.4 0.5 2.7
1.7 -0.6 -2.3
0.5 -1.6 0.8
-1.0 1.2 0.3
-0.6 1.1 -0.8
0.1 0.4 -1.4
0.5 -0.9 0.3
-0.4 -1.7 0.4
-1.2 -0.8 1.0
-0.7 -0.8 1.3
0.2 -2.8 -2.9
0.7 1.4 -0.4
-0.2 -5.4 3.8
4.3 3.7 1.8
1.9 4.3 -1.5
-5.2 -0.7 -5.2
0.8 -1.9 4.0
-2.6 0.8 -3.2
-0.6 -1.8 -0.7
0.2 5.1 -2.5
-0.6 6.3 -1.2
1.0 -11.4 2.3
-2.5 -1.5 -0.2
0.6 1.8 1.9
-0.1 2.4 -1.9
0.6 -0.3 -2.6
1.5 1.5 0.6
1.5 -1.5 -1.6
1.5 -1.4 -0.5
-1.3 2.1 1.1
0.6 -1.1 2.1
0.2 2.4 0.2
-0.5 -0.2 -2.6
1.9 1.8 -0.4
0.0 0.1 2.6
0.9 -1.5 2.3
2.2 1.2 1.4
-1.9 0.3 -2.3
0.4 -1.0 2.4
-0.6 -0.6 1.1
-2.1 1.2 0.3
0.2 -0.3 0.4
-0.3 -0.3 -1.4
-0.5 -0.1 -0.1
-0.1 0.1 0.3
0.4 0.4 0.4

The HOMO-LUMO gap is 3.761 eV. As for the total charge: 0.

Q: Which of these has the highest total charge?
A: C15H19AsN11OS3Tc

Q: What is the formula in the third record?
A: C15H19ClN2O6S

Q: Which value of total charge does entry 3 give?
A: 0

Q: What is the formula in the third record?
A: C15H19ClN2O6S